1.
An isolated molecule of C4H10N2O in a non-equilibrium geometry, computed with the ωB97M-V functional and the def2-TZVPD basis.

Geometry as XYZ:
```
17
Properties=species:S:1:pos:R:3:mulliken_charge:R:1
C 0.7409 1.0046 -2.1613 -0.911
N 0.9595 0.1890 -0.9691 -0.318
C -0.1783 -0.6190 -0.5823 -0.569
C -0.0528 -1.1449 0.8286 -0.628
N 0.0249 -0.0368 1.8005 -0.316
C -1.1237 0.3423 2.4828 0.040
O -2.2244 -0.1296 2.3549 -0.517
H -0.1014 1.6482 -1.9460 0.336
H 1.6217 1.6217 -2.3272 0.302
H 0.5443 0.4623 -3.0938 0.307
H 1.7626 -0.4035 -1.1509 0.208
H -1.0602 0.0205 -0.6635 0.408
H -0.3945 -1.4775 -1.2328 0.339
H 0.8646 -1.7024 1.0304 0.265
H -0.9008 -1.7713 1.0871 0.393
H 0.4060 0.8107 1.3860 0.293
H -0.8884 1.1860 3.1566 0.368
```

Its total charge is 0. For the HOMO energy, the calculation gives -9.318 eV. The value obtained for the energy above the lowest of the compared OMol25 structures with the same formula, charge and spin is 32.7 kcal/mol. The LUMO energy is 0.979 eV. Its gap between HOMO and LUMO is 10.3 eV. As for the spin multiplicity: 1. As for the SMILES: CNCCNC=O.



2.
A structure of composition C12H22MgNS4SbSi2, computed with the ωB97M-V functional and the def2-TZVPD basis.

Geometry as XYZ:
```
43
Properties=species:S:1:pos:R:3:mulliken_charge:R:1
Mg -0.2792 0.1800 -0.2146 0.558
S -6.3628 1.3045 -0.0002 -0.798
Sb -3.1656 1.2900 -1.4029 0.353
S -1.1009 2.4121 -0.7850 -0.767
S -2.1962 -0.9216 -1.2000 -0.639
S -4.3925 1.5687 0.6645 -0.315
C 2.3979 -0.9508 -2.3057 -1.144
Si 1.9267 -2.2829 -1.0621 0.191
C 0.7425 -3.4706 -1.8804 -0.956
C 3.5300 -3.2519 -0.7628 -1.189
C 1.2216 -1.4817 0.4194 1.675
C 2.0467 -0.3767 0.9495 -0.883
C 3.3339 -0.4554 1.5217 -0.328
C 3.9569 0.6893 1.9678 -0.705
C 3.3187 1.9228 1.8611 -0.609
C 2.0591 1.9447 1.2954 -0.470
N 1.4609 0.8384 0.8622 -0.135
Si 0.4319 -2.4549 1.7550 0.134
C -0.4326 -1.2751 2.9348 -1.119
C 1.6797 -3.4011 2.8222 -1.173
C -0.8046 -3.7062 1.1389 -0.957
H 2.8477 -1.3802 -3.2066 0.359
H 3.1177 -0.2504 -1.8687 0.281
H 1.5200 -0.3764 -2.6187 0.333
H 1.0998 -3.7191 -2.8852 0.367
H -0.2503 -3.0191 -1.9652 0.202
H 0.6526 -4.4016 -1.3166 0.273
H 3.8823 -3.7037 -1.6975 0.371
H 3.3753 -4.0546 -0.0352 0.288
H 4.3280 -2.6046 -0.3851 0.292
H 3.8088 -1.4235 1.6080 0.531
H 4.9468 0.6291 2.4079 0.381
H 3.7838 2.8366 2.2050 0.405
H 1.4894 2.8594 1.1669 0.424
H 0.2697 -0.5330 3.3289 0.287
H -0.8684 -1.8137 3.7821 0.354
H -1.2515 -0.7376 2.4446 0.354
H 2.4013 -2.7197 3.2850 0.285
H 2.2393 -4.1248 2.2215 0.277
H 1.1710 -3.9465 3.6251 0.360
H -1.4750 -3.2495 0.4053 0.213
H -1.4078 -4.0715 1.9761 0.372
H -0.3132 -4.5663 0.6783 0.267
```

Its total charge is -2. For the HOMO energy, the calculation gives 0.089 eV. The LUMO energy is 4.224 eV. Its gap between HOMO and LUMO is 4.1 eV. As for the spin multiplicity: 1.



| no. | E (eV) |
| --- | --- |
| 1 | -9337.5695 |
| 2 | -85377.3678 |